# 1
{
  "formula": "C24H31B3N4O3",
  "method": "ωB97M-V/def2-TZVPD",
  "smiles": "Cc1ccccc1CB1OBOBO1.c1cc[nH]c1.c1cc[nH]c1.c1cc[nH]c1.c1cc[nH]c1",
  "total_charge": 0,
  "e_tot_ha": -1452.28703,
  "gap_ev": 8.10,
  "e_homo_ev": -8.21,
  "species": ["C", "C", "C", "C", "C", "C", "C", "C", "B", "O", "B", "O", "B", "O", "H", "H", "H", "H", "H", "H", "H", "H", "H", "H", "H", "N", "C", "C", "C", "C", "H", "H", "H", "H", "H", "N", "C", "C", "C", "C", "H", "H", "H", "H", "H", "N", "C", "C", "C", "C", "H", "H", "H", "H", "H", "N", "C", "C", "C", "C", "H", "H", "H", "H", "H"],
  "xyz": [[3.1386, -0.3373, 2.0175], [2.2314, 0.4742, 0.9106], [2.4647, 2.1039, 0.6234], [1.5286, 2.9676, -0.4572], [0.3507, 2.1967, -1.3182], [0.1222, 0.5924, -1.0714], [1.0512, -0.2512, 0.0343], [0.6322, -1.8639, 0.1818], [-0.9359, -1.8300, 0.7772], [-1.1992, -0.9031, 1.8994], [-2.4488, -0.1395, 1.5601], [-3.1752, -0.2589, 0.2806], [-2.9660, -1.5791, -0.3587], [-2.0534, -2.6219, 0.2270], [2.6269, -1.3726, 2.3183], [3.0982, 0.3173, 3.0129], [4.2540, -0.4854, 1.6689], [3.3081, 2.7331, 1.1735], [1.6499, 4.1207, -0.6536], [-0.3450, 2.7549, -2.0756], [-0.7379, 0.0671, -1.7080], [0.6976, -2.3700, -0.8797], [1.2892, -2.4362, 0.9637], [-2.8601, 0.6526, 2.3606], [-3.5950, -1.7767, -1.3589], [-2.2212, -0.7655, -4.5800], [-1.8933, -0.5405, -5.8917], [-2.5414, 0.6030, -6.3022], [-3.2815, 1.0879, -5.1975], [-3.0632, 0.2254, -4.1467], [-1.8925, -1.5409, -4.0193], [-1.2300, -1.2124, -6.4196], [-2.4861, 1.0413, -7.2903], [-3.9059, 1.9716, -5.1712], [-3.4350, 0.2312, -3.1308], [0.0802, 0.9329, 5.0927], [0.2804, 0.1818, 6.2215], [1.0716, 0.9095, 7.0822], [1.3536, 2.1453, 6.4526], [0.7266, 2.1341, 5.2268], [-0.4607, 0.6461, 4.2872], [-0.1548, -0.8042, 6.3149], [1.4082, 0.5857, 8.0585], [1.9494, 2.9565, 6.8509], [0.6863, 2.8755, 4.4400], [5.7672, 1.7018, 4.4924], [4.7016, 2.3505, 5.0599], [5.1314, 3.5902, 5.4778], [6.5031, 3.6951, 5.1453], [6.8689, 2.5161, 4.5352], [5.7440, 0.7686, 4.1021], [3.7316, 1.8752, 5.1191], [4.5225, 4.3387, 5.9680], [7.1539, 4.5399, 5.3302], [7.8167, 2.1872, 4.1303], [-4.3347, -3.4198, -5.9844], [-4.0178, -3.4481, -7.3176], [-4.6515, -4.5321, -7.8828], [-5.3810, -5.1770, -6.8555], [-5.1698, -4.4674, -5.6946], [-4.0048, -2.7330, -5.3188], [-3.3690, -2.6973, -7.7484], [-4.5954, -4.8260, -8.9229], [-5.9948, -6.0631, -6.9524], [-5.5403, -4.6185, -4.6895]],
  "forces_ev_per_angstrom": [[-1.06, 0.67, 0.39], [-2.26, 1.98, -2.91], [-2.78, -0.99, -2.12], [-0.95, -4.37, 0.32], [2.36, -2.68, 3.12], [2.69, 2.55, 1.85], [0.34, 2.73, -0.67], [-0.31, 1.06, 0.02], [0.18, -0.03, 0.84], [-3.19, -0.10, -3.68], [1.19, -0.92, -0.76], [2.65, -3.38, 1.44], [0.60, 0.31, 2.12], [0.20, 4.79, -0.79], [1.24, 2.31, -0.94], [0.29, -1.36, -2.17], [-2.37, 0.28, 0.63], [-1.98, -1.71, -1.15], [-0.01, -2.63, 0.65], [1.59, -1.14, 1.64], [2.15, 1.08, 1.59], [-0.03, 0.93, 2.25], [-0.99, 1.17, -1.63], [0.19, -0.28, -0.25], [0.26, -0.18, 0.31], [-0.01, -0.13, 0.05], [0.02, 0.01, -0.23], [0.26, -0.31, -0.12], [-0.09, -0.04, 0.40], [-0.16, 0.15, 0.07], [-0.05, 0.30, -0.20], [-0.10, 0.13, 0.07], [0.00, -0.09, 0.17], [0.11, -0.17, 0.02], [0.02, 0.04, -0.16], [0.00, 0.02, 0.04], [0.04, -0.04, 0.02], [-0.16, -0.36, 0.02], [-0.05, 0.25, -0.28], [0.04, 0.04, -0.05], [0.21, 0.07, 0.22], [0.09, 0.17, 0.01], [-0.07, 0.05, -0.17], [-0.10, -0.12, -0.07], [0.03, -0.11, 0.14], [0.01, 0.06, -0.05], [-0.11, -0.03, 0.02], [-0.34, -0.23, -0.04], [0.35, -0.16, -0.18], [0.13, 0.06, 0.02], [0.00, 0.38, 0.17], [0.12, 0.12, 0.06], [0.08, -0.14, -0.09], [-0.10, -0.16, -0.04], [-0.15, 0.09, 0.09], [-0.02, -0.03, -0.01], [0.07, -0.03, -0.08], [0.24, 0.30, -0.10], [-0.13, -0.03, 0.39], [-0.02, -0.09, 0.01], [-0.14, -0.14, -0.31], [-0.13, -0.12, 0.07], [0.00, 0.07, 0.18], [0.10, 0.16, 0.04], [0.05, 0.00, -0.19]]
}

=====

# 2
{
  "formula": "C5HF3NO3",
  "method": "ωB97M-V/def2-TZVPD",
  "smiles": "N#C/C(C(=O)[O-])=C(\\O)C(F)(F)F",
  "total_charge": -1,
  "e_tot_ha": -771.22342,
  "gap_ev": [7.92, 7.92],
  "e_homo_ev": [-4.71, -4.71],
  "relative_energy_kcal_mol": 36.0,
  "species": ["C", "C", "C", "C", "C", "N", "O", "O", "O", "F", "F", "F", "H"],
  "xyz": [[-1.8384, -1.1991, 0.0881], [-0.5470, -0.7219, 0.2830], [-0.1234, 0.7318, -0.0315], [0.6144, -1.8533, 0.0480], [1.2001, 1.4082, 0.0361], [-2.7746, -1.8421, -0.0124], [0.2470, -2.4296, -0.9568], [1.5746, -1.8691, 0.7349], [-1.2116, 1.5489, -0.1456], [1.2482, 2.3026, -0.9675], [1.3413, 2.1762, 1.1805], [2.2987, 0.7052, 0.0316], [-2.0294, 1.0421, -0.2883]],
  "forces_ev_per_angstrom": [[0.94, 0.52, 0.30], [5.33, 5.72, -1.33], [-4.66, -7.40, 2.26], [-2.85, 1.29, -1.09], [0.10, 1.49, 1.13], [-2.05, -0.56, -0.18], [-0.16, -1.54, -1.67], [2.75, -0.07, 2.42], [0.48, 1.60, -0.60], [0.14, 0.15, -0.50], [-0.73, -0.13, -0.20], [0.05, -1.02, -0.67], [0.66, -0.04, 0.12]]
}

=====

# 3
{
  "formula": "C45H50F3N6O5RbS",
  "method": "ωB97M-V/def2-TZVPD",
  "total_charge": -2,
  "e_tot_ha": -3171.55565,
  "gap_ev": 6.65,
  "e_homo_ev": -2.81,
  "relative_energy_kcal_mol": 0.0,
  "species": ["Rb", "C", "C", "N", "C", "C", "N", "C", "C", "N", "H", "H", "H", "H", "H", "H", "H", "H", "H", "H", "H", "H", "H", "H", "H", "O", "C", "C", "C", "C", "C", "C", "C", "C", "C", "O", "C", "C", "C", "C", "C", "C", "C", "C", "C", "C", "C", "C", "N", "C", "C", "C", "C", "C", "C", "C", "C", "C", "C", "C", "C", "H", "H", "H", "H", "H", "H", "H", "H", "H", "H", "H", "H", "H", "H", "H", "H", "H", "H", "H", "H", "H", "H", "H", "H", "H", "H", "H", "C", "C", "C", "C", "N", "N", "C", "H", "H", "H", "H", "H", "H", "H", "H", "F", "C", "F", "F", "S", "O", "O", "O"],
  "xyz": [[0.3318, -0.3889, 0.7827], [-0.9881, -2.8492, -3.1037], [-0.6285, -3.4246, -1.7307], [-1.0966, -2.6670, -0.5820], [-2.5153, -2.7669, -0.2896], [-3.4167, -1.8750, -1.1528], [-3.1842, -0.4508, -1.1171], [-2.1367, 0.1726, -1.9309], [-1.7638, -0.4672, -3.2720], [-0.6905, -1.4515, -3.3203], [-2.0420, -3.0194, -3.3341], [-0.4338, -3.4640, -3.8300], [0.4590, -3.4627, -1.6502], [-0.9890, -4.4711, -1.7049], [-0.5666, -3.0077, 0.2130], [-2.6536, -2.4601, 0.7516], [-2.8805, -3.8100, -0.3771], [-4.4410, -2.0599, -0.7976], [-3.4099, -2.2174, -2.1875], [-3.0412, -0.1337, -0.1530], [-1.2105, 0.3217, -1.3656], [-2.4853, 1.1857, -2.1592], [-1.4511, 0.3655, -3.9102], [-2.6504, -0.8946, -3.7545], [0.1105, -1.1329, -2.7809], [1.8451, 1.9907, 0.4736], [2.6368, 3.0146, 1.0130], [2.6679, 2.7938, 2.5531], [1.4685, 2.0712, 3.1220], [1.6495, 0.8578, 3.7679], [0.5348, 0.1629, 4.2214], [-0.7139, 0.7047, 4.0101], [-0.8176, 1.9382, 3.3619], [-2.1716, 2.4942, 3.0593], [-2.8547, 1.7203, 1.8169], [-2.2124, 0.5724, 1.5175], [-2.8132, 2.6416, 0.5760], [-3.9070, 2.8671, -0.2531], [-3.7721, 3.5911, -1.4347], [-2.5381, 4.0982, -1.8095], [-1.4338, 3.8674, -0.9948], [-1.5738, 3.1474, 0.1785], [-4.3171, 1.4742, 2.2502], [-5.1664, 2.5006, 2.6630], [-6.4633, 2.2345, 3.0749], [-6.9384, 0.9269, 3.0841], [-6.1004, -0.1010, 2.6772], [-4.8014, 0.1740, 2.2652], [0.2562, 2.6093, 2.9490], [4.0885, 2.9006, 0.5231], [4.5246, 1.7600, -0.1414], [5.8452, 1.6590, -0.5643], [6.7460, 2.6829, -0.3156], [6.3193, 3.8196, 0.3614], [4.9998, 3.9265, 0.7716], [2.0607, 4.3735, 0.5853], [1.2855, 5.1772, 1.4104], [0.7499, 6.3706, 0.9365], [0.9788, 6.7761, -0.3683], [1.7388, 5.9699, -1.2070], [2.2704, 4.7831, -0.7322], [3.5444, 2.1840, 2.7744], [2.8219, 3.7532, 3.0547], [2.6401, 0.4363, 3.8720], [0.6522, -0.8163, 4.6663], [-1.6158, 0.1776, 4.2889], [-2.8037, 2.3637, 3.9401], [-2.0944, 3.5627, 2.8539], [-4.8730, 2.4498, 0.0015], [-4.6370, 3.7391, -2.0724], [-2.4287, 4.6511, -2.7356], [-0.4548, 4.2338, -1.2802], [-0.6990, 2.9574, 0.7884], [-4.8056, 3.5241, 2.6501], [-7.1093, 3.0472, 3.3889], [-7.9520, 0.7157, 3.4056], [-6.4589, -1.1247, 2.6799], [-4.1174, -0.6050, 1.9511], [3.8314, 0.9556, -0.3520], [6.1555, 0.7724, -1.1034], [7.7730, 2.6014, -0.6523], [7.0137, 4.6287, 0.5578], [4.6612, 4.8257, 1.2749], [1.0497, 4.8505, 2.4131], [0.1319, 6.9738, 1.5910], [0.5506, 7.7009, -0.7363], [1.9102, 6.2597, -2.2372], [2.8520, 4.1522, -1.3910], [3.3156, 2.8027, -3.6588], [2.9687, 1.4536, -3.1113], [3.4983, 0.2119, -3.4629], [2.8392, -0.6846, -2.6139], [1.9975, -0.0220, -1.8159], [2.0802, 1.3047, -2.1229], [2.9459, -2.1772, -2.5586], [3.6172, 2.7330, -4.7063], [4.1425, 3.2626, -3.1057], [2.4546, 3.4716, -3.5981], [4.2261, -0.0061, -4.2312], [1.9157, 1.9403, -0.5290], [3.9587, -2.5070, -2.8020], [2.2686, -2.6485, -3.2796], [2.6937, -2.5467, -1.5643], [3.1329, -0.8211, 1.6491], [3.5616, -2.0587, 1.9540], [4.4866, -2.4051, 1.0517], [4.1705, -1.9803, 3.1506], [2.1468, -3.2423, 1.9938], [2.7375, -4.4721, 2.4603], [1.2335, -2.5793, 2.9076], [1.6970, -3.2335, 0.6134]],
  "forces_ev_per_angstrom": [[-0.10, 0.13, -0.01], [0.02, 0.00, -0.01], [-0.02, 0.01, 0.01], [-0.02, -0.14, -0.05], [0.00, 0.06, 0.00], [0.00, -0.02, 0.02], [-0.02, -0.02, -0.01], [0.00, 0.06, 0.01], [0.00, 0.03, 0.00], [-0.01, 0.00, 0.02], [-0.01, 0.00, 0.01], [0.00, 0.01, 0.00], [0.00, 0.00, 0.01], [-0.01, 0.00, -0.01], [0.04, 0.05, -0.02], [0.00, 0.00, 0.00], [0.00, 0.01, 0.00], [0.00, 0.01, 0.00], [0.00, 0.01, -0.01], [0.00, 0.00, 0.00], [0.07, -0.08, -0.05], [-0.01, 0.00, 0.02], [0.00, -0.01, -0.01], [0.00, 0.00, 0.01], [0.00, 0.00, 0.00], [-0.07, -0.03, -0.03], [0.05, 0.03, -0.02], [-0.01, 0.03, 0.03], [0.05, -0.03, 0.02], [0.01, 0.00, -0.01], [0.01, -0.02, 0.03], [0.00, 0.02, -0.02], [0.02, -0.03, 0.01], [-0.05, 0.01, -0.08], [0.00, 0.06, 0.07], [0.00, -0.14, 0.00], [0.02, 0.02, -0.02], [-0.01, -0.01, 0.00], [0.01, 0.01, 0.00], [-0.02, 0.00, 0.01], [0.00, 0.01, -0.03], [0.00, -0.02, 0.03], [-0.02, -0.02, -0.01], [0.01, 0.01, -0.02], [-0.02, -0.01, 0.01], [0.00, 0.01, 0.00], [-0.01, 0.00, 0.00], [0.01, 0.00, 0.00], [0.00, 0.04, 0.00], [0.00, 0.00, -0.02], [0.01, 0.00, -0.02], [0.01, 0.00, 0.00], [0.00, 0.00, 0.01], [0.00, 0.01, 0.00], [-0.05, -0.01, 0.02], [0.01, -0.03, -0.04], [-0.02, 0.03, 0.01], [0.01, 0.00, -0.01], [-0.02, 0.00, 0.02], [0.02, 0.02, -0.02], [0.01, 0.00, 0.06], [0.00, 0.00, 0.01], [-0.01, 0.00, -0.01], [0.01, 0.01, 0.00], [0.00, 0.01, 0.03], [0.00, 0.00, 0.00], [0.00, -0.01, 0.00], [0.02, 0.01, 0.00], [0.00, 0.01, 0.00], [0.00, 0.00, 0.00], [0.00, 0.00, 0.00], [-0.01, -0.01, 0.00], [0.00, 0.00, 0.00], [0.00, 0.00, 0.00], [0.00, 0.01, 0.00], [0.00, 0.00, 0.00], [0.00, 0.00, 0.00], [0.00, 0.01, 0.00], [0.02, -0.01, 0.02], [0.00, 0.00, 0.01], [0.00, 0.00, 0.00], [-0.01, 0.01, 0.00], [0.01, 0.01, 0.00], [0.00, 0.00, 0.00], [0.00, 0.00, 0.00], [0.00, 0.00, -0.01], [0.00, 0.00, 0.00], [0.00, 0.00, -0.01], [0.00, 0.03, 0.02], [0.07, -0.02, 0.02], [-0.07, 0.03, -0.03], [0.04, -0.03, 0.01], [-0.01, -0.03, 0.05], [-0.07, 0.01, -0.03], [0.00, 0.00, -0.03], [0.01, 0.00, 0.01], [0.01, 0.01, -0.01], [0.00, 0.00, 0.00], [0.00, -0.01, 0.00], [-0.02, 0.04, -0.01], [0.00, 0.01, 0.01], [0.00, 0.00, 0.01], [-0.01, 0.01, 0.01], [0.13, -0.06, -0.08], [-0.03, -0.01, 0.00], [0.01, 0.00, 0.01], [0.02, 0.00, 0.02], [-0.02, 0.04, 0.06], [0.01, 0.01, 0.00], [0.01, -0.06, 0.00], [-0.02, -0.03, 0.00]]
}

=====

# 4
{
  "formula": "C4H3N3O",
  "method": "ωB97M-V/def2-TZVPD",
  "smiles": "N#Cc1cncn1O",
  "total_charge": 0,
  "e_tot_ha": -393.47303,
  "gap_ev": 8.46,
  "e_homo_ev": -9.27,
  "relative_energy_kcal_mol": 154.6,
  "species": ["C", "C", "C", "C", "H", "H", "H", "N", "N", "N", "O"],
  "xyz": [[-1.6341, -0.0779, -0.2229], [0.0982, -1.4798, 0.1048], [0.5969, -0.1794, 0.1302], [2.0147, 0.1410, 0.1293], [-0.4821, 2.6099, -0.4748], [-2.6267, 0.5498, -0.0222], [0.6487, -2.5271, 0.7086], [-0.4305, 0.5920, -0.3776], [-1.2281, -1.3959, -0.0385], [3.3178, -0.1188, -0.2601], [-0.2748, 1.8862, 0.3233]],
  "forces_ev_per_angstrom": [[1.77, -1.78, 0.70], [1.78, -1.46, 3.51], [1.80, -2.15, -1.81], [11.64, -3.11, -4.63], [0.90, -2.66, 3.14], [2.28, -2.12, -0.93], [-1.78, 3.47, -2.63], [0.02, 3.00, 3.49], [-3.85, 1.58, -0.47], [-12.87, 2.98, 4.33], [-1.69, 2.25, -4.70]]
}

=====

# 5
{
  "formula": "BrFeH9O5",
  "method": "ωB97M-V/def2-TZVPD",
  "total_charge": 0,
  "multiplicity": 7,
  "e_tot_ha": -4219.23008,
  "gap_ev": [3.11, 7.69],
  "e_homo_ev": [-3.20, -9.36],
  "relative_energy_kcal_mol": 4.2,
  "species": ["Fe", "Br", "O", "H", "O", "H", "H", "O", "H", "H", "O", "H", "H", "O", "H", "H"],
  "xyz": [[-0.0807, -0.0554, 0.1550], [-0.4590, -0.7167, 2.6042], [0.2338, 0.6041, -1.5961], [0.7533, 0.4961, -2.4164], [1.0538, -1.6898, -0.1679], [1.8383, -2.0356, 0.2579], [0.8282, -2.3475, -0.8257], [-1.2553, 1.6209, 0.4517], [-1.9560, 1.9092, 1.0366], [-0.8652, 2.4321, 0.1264], [1.5902, 1.0582, 0.5690], [2.4867, 0.9827, 0.2421], [1.6186, 1.7951, 1.1793], [-1.7119, -1.0788, -0.3617], [-1.8016, -2.0018, -0.1244], [-2.2730, -0.9728, -1.1299]],
  "forces_ev_per_angstrom": [[0.52, 0.16, -0.95], [0.13, 0.32, -0.63], [-0.40, -0.19, 0.18], [-0.38, -0.17, 0.86], [0.12, 0.34, 0.31], [0.71, -0.09, 0.75], [-0.53, -0.71, -1.12], [-0.14, 0.58, -0.09], [-0.31, -0.44, 0.59], [0.31, 0.30, -0.59], [0.45, 0.60, 0.76], [0.38, -0.42, -0.58], [-0.18, 0.22, 0.64], [-0.75, -0.10, 0.05], [0.14, -0.82, 0.55], [-0.06, 0.42, -0.72]]
}

=====

# 6
{
  "formula": "C3H5OPS2",
  "method": "ωB97M-V/def2-TZVPD",
  "total_charge": 0,
  "e_tot_ha": -1330.16218,
  "gap_ev": [4.66, 5.16],
  "e_homo_ev": [-7.04, -7.32],
  "relative_energy_kcal_mol": 74.4,
  "species": ["C", "C", "C", "O", "P", "S", "S", "H", "H", "H", "H", "H"],
  "xyz": [[0.5946, -0.8940, 0.3862], [-1.0732, 0.7494, 0.4702], [-0.9827, -0.7847, 0.1131], [3.0788, 1.4930, -1.2190], [1.6294, 1.4592, -1.2358], [0.7389, 0.8895, 0.9189], [-1.5069, -1.1032, -1.6001], [0.8279, -1.7541, 1.0951], [1.2232, -0.9437, -0.5620], [-1.3190, 1.5171, -0.3964], [-1.7394, 0.8339, 1.3142], [-1.4717, -1.4623, 0.7156]],
  "forces_ev_per_angstrom": [[-0.18, -1.29, -0.89], [-0.35, 0.28, -1.55], [2.46, 2.27, -3.25], [0.21, -0.30, 0.42], [-1.11, 0.21, -0.23], [-0.30, -0.51, 0.27], [0.82, 0.35, 0.75], [0.29, 1.55, -0.58], [-0.97, -0.57, 1.11], [0.32, -1.91, 1.72], [0.05, 0.88, 0.44], [-1.22, -0.96, 1.79]]
}